A single C6H12N2O molecule in a non-equilibrium geometry, computed with ωB97M-V with the def2-TZVPD basis set.

Each line ends with the Mulliken charge.
Atoms and positions in Å:
O -2.328 0.097 -1.032  -0.47
N 1.671 -1.303 0.752  -0.34
N 2.183 -0.105 0.444  -0.54
C -0.958 0.313 -0.832  -0.03
C -1.449 -0.954 -1.176  0.29
C 1.254 0.854 0.365  0.65
C -1.752 -2.084 -0.156  -0.93
C 1.635 2.325 0.204  -1.06
C -0.392 0.825 0.439  -1.01
H 2.526 -2.055 0.803  0.27
H -1.240 -1.174 -2.278  0.34
H -0.558 1.918 0.752  0.31
H 1.009 3.013 -0.533  0.29
H -1.546 -1.573 0.866  0.19
H 2.641 2.369 -0.490  0.30
H 1.532 2.873 1.247  0.25
H -0.595 1.061 -1.606  0.31
H -1.002 -2.941 -0.296  0.25
H -0.743 0.162 1.257  0.40
H 0.999 -1.178 1.602  0.25
H -2.887 -2.445 -0.334  0.30

Force components x, y, z for each atom (eV/Å):
O -1.800 1.203 0.518
N 0.671 -3.398 1.765
N -2.647 4.526 -0.729
C 1.851 4.967 -0.810
C -0.032 -3.751 -1.935
C 0.023 -0.251 -0.422
C 0.209 -0.015 -0.252
C 1.541 1.472 -2.186
C 2.212 -0.527 2.772
H -3.223 2.510 0.581
H -0.450 -0.482 1.547
H -0.588 -1.802 -0.876
H 0.372 -1.940 1.559
H -0.899 -1.389 -1.504
H -1.701 0.116 2.778
H 0.992 -0.976 -2.120
H -0.057 -1.539 0.159
H -1.281 1.120 0.298
H 0.200 0.569 -0.039
H 1.837 -1.263 -1.815
H 2.771 0.850 0.711

As for the HOMO-LUMO gap: 9.3 eV. For the relative energy (zero: lowest compared OMol25 entry of this formula, charge and spin), the calculation gives 5.381 eV. The charge is 0. As for the largest force on an atom: 0.1043 Eh/bohr. The SMILES is C/C(C[C@@H]1O[C@@H]1C)=N/N. The value obtained for the HOMO energy is -8.44 eV.